No. 1
The following is a DFT calculation (ωB97M-V with the def2-TZVPD basis set) of C34H56MgN3OP2 as an isolated structure in a non-equilibrium geometry.

Each line ends with the Löwdin charge.
Atoms and positions in Å:
P 1.65251 1.97210 1.11097  1.115
P -1.79233 -1.41871 -1.38496  1.047
Mg -0.39596 0.50733 0.08120  0.340
O -3.58681 -0.06304 1.33368  0.091
N 0.11734 -1.00165 1.33930  0.181
N -1.10865 2.24319 -1.03078  -0.007
N 1.26328 -0.00406 -1.15753  0.018
C 1.71140 1.88312 3.02144  -0.674
C -2.22545 -3.60807 0.26299  -0.102
C -0.80473 2.45824 -2.33607  -0.139
C -3.37641 -1.58125 -3.78691  -0.091
C -3.62293 0.46172 -2.42782  -0.097
C 2.31496 3.11893 3.69286  -0.093
C 2.25010 3.61523 0.39561  -0.679
C -2.59360 0.07487 0.75646  -0.109
C 0.35259 -2.08796 1.70539  -0.055
C 2.35847 3.48351 -1.13130  -0.076
C -1.97236 3.09251 -0.41507  -0.144
C 0.88035 -0.66612 -2.30041  -0.375
C -2.22038 -4.16339 -2.20889  -0.093
C 2.51773 0.65341 3.44376  -0.112
C 3.55715 -0.10098 -1.83585  -0.064
C 0.68412 -3.20132 2.69683  -0.559
C -3.41237 -1.05871 -2.35044  -0.661
C 1.17901 4.67312 0.71426  -0.084
C -2.54832 4.17454 -1.08974  -0.039
C -2.22280 4.40783 -2.42631  -0.031
C 1.04033 -4.49209 1.96596  -0.046
C -4.59249 -1.66914 -1.56914  -0.087
C -0.09940 -3.66621 -1.07459  -0.098
C 3.62814 4.02600 0.94415  -0.084
C 0.24975 1.71586 3.48964  -0.108
C -1.59231 -3.31923 -1.10261  -0.649
C -1.32955 3.53587 -3.05136  -0.033
C -0.54072 -3.41135 3.58499  -0.027
C 3.18323 -0.63335 -3.07353  -0.063
C -0.45824 -1.13284 -2.49334  -0.308
C 1.85128 -0.90735 -3.31313  -0.039
C 1.88400 -2.77008 3.53714  -0.043
C 2.56018 0.22754 -0.91666  -0.354
C 2.96150 0.83664 0.43126  -0.258
H -3.24126 -2.66304 -3.85906  0.057
H 1.49475 -1.34938 -4.24091  0.112
H -4.64790 -1.27205 -0.54771  0.061
H -2.20707 2.88282 0.63316  0.113
H 0.18828 -4.85986 1.37988  0.070
H -0.76499 -2.49424 4.14971  0.100
H 2.48003 0.55750 4.54016  0.101
H -2.65522 5.24727 -2.96737  0.119
H -0.19432 0.78301 3.11435  0.047
H 0.01898 -4.73607 -0.84367  0.091
H 1.50625 5.63891 0.30234  0.097
H 3.93897 -0.83182 -3.83081  0.111
H 2.61217 4.46865 -1.54955  0.099
H 0.37860 -3.47892 -2.04321  0.085
H -3.23532 4.81157 -0.53751  0.115
H -0.37838 2.55679 3.16156  0.080
H -1.76168 -3.94418 -3.18324  0.087
H -3.30937 -4.06002 -2.27494  0.065
H 1.01686 4.80553 1.79239  0.065
H -1.42399 -3.67330 2.99117  0.078
H -5.52469 -1.39113 -2.08515  0.094
H -4.55775 -2.76424 -1.51850  0.063
H 0.22956 1.68287 4.58884  0.093
H -4.34555 -1.34421 -4.25105  0.094
H 1.32221 -5.28341 2.67540  0.104
H 1.41125 3.16544 -1.58199  0.053
H 2.21372 2.99215 4.78214  0.095
H 3.14349 2.78100 -1.43710  0.082
H 2.09409 -0.26218 3.01604  0.027
H -0.66886 -1.39812 -3.53250  0.056
H 3.91851 1.36769 0.31389  0.079
H -2.12856 -4.68350 0.48553  0.094
H -4.59341 0.65032 -2.91748  0.099
H -0.35851 -4.22730 4.29605  0.107
H 0.21603 4.41058 0.25618  0.057
H 4.33613 3.18872 0.98827  0.075
H -3.29338 -3.35121 0.29856  0.078
H -2.00816 -5.22121 -1.98325  0.094
H 3.14996 0.01354 1.14190  0.077
H 4.05695 4.78091 0.26585  0.094
H -1.70918 -3.04405 1.05201  0.033
H 3.56120 4.48702 1.93469  0.064
H 4.59222 0.08841 -1.56650  0.108
H 1.64208 -1.89665 4.15548  0.080
H -0.12533 1.74592 -2.81915  0.116
H -3.63978 0.92926 -1.43688  0.054
H 0.43574 -3.09160 -0.31018  0.046
H 3.38543 3.21893 3.47800  0.078
H 2.18902 -3.58010 4.21196  0.106
H -2.84503 0.94731 -3.02867  0.069
H -1.02494 3.65983 -4.08965  0.120
H 1.79155 4.04497 3.42632  0.068
H 3.57497 0.72996 3.15651  0.093
H 2.74275 -2.53411 2.89354  0.101
H -2.59675 -1.08446 -4.37407  0.077
H 1.89601 -4.32117 1.29677  0.103

Calculated values
* gap between HOMO and LUMO: 6.3 eV
* LUMO: -2.32 eV
* relative energy (zero: lowest compared OMol25 entry of this formula, charge and spin): 0.433 eV
* total charge: +1
* calculated total energy: -66703.7674 eV

---

No. 2
The following is a DFT calculation (ωB97M-V with the def2-TZVPD basis set) of a 2-piece molecular cluster, C4H4NO2 overall in a non-equilibrium geometry.

Each line ends with the Löwdin charge.
Atoms and positions in Å:
O 0.83062 -2.47359 -0.11364  0.011
O 0.30128 -0.59170 -1.44821  -0.071
N -4.28096 0.06318 0.11565  0.025
C 0.31750 -0.02166 0.14062  -0.161
C -3.16407 0.28050 0.05898  -0.083
C 0.56148 -1.32724 -0.38330  -0.686
C 1.58666 0.74882 0.36942  -0.215
H 2.08570 0.85857 -0.62305  0.054
H -2.11432 0.36804 0.05089  -0.004
H 1.35954 1.77105 0.82440  0.051
H 2.51656 0.32402 1.00823  0.080

Calculated values
* gap between HOMO and LUMO (alpha / beta): 4.3 / 8.1 eV
* LUMO (alpha / beta): 4.13 / 3.27 eV
* relative energy (zero: lowest compared OMol25 entry of this formula, charge and spin): 1.344 eV
* total charge: -1
* spin multiplicity: 3
* calculated total energy: -9792.5035 eV

---

No. 3
The following is a DFT calculation (ωB97M-V with the def2-TZVPD basis set) of C31H41BInN9S7Sb as an isolated structure.

Each line ends with the Löwdin charge.
Atoms and positions in Å:
Sb 2.45701 -2.03755 -3.27341  0.301
In 0.99940 -0.54287 -0.60780  -0.260
S 1.55595 -0.77696 1.92573  0.703
S 1.43182 -5.56159 -0.21420  1.034
S -1.44134 0.22114 -0.00766  0.714
S 1.81314 1.89869 -0.99380  0.708
S 2.15215 -4.25542 -3.65808  -0.169
S 3.35418 -1.50151 -1.14408  -0.027
S 0.34820 -0.95944 -2.99935  -0.003
N -2.49476 -2.77603 -0.82590  0.184
N -1.86573 -3.47032 -2.86123  0.167
N 3.81991 2.22549 0.90311  0.024
N 0.57308 -3.17350 -0.34714  -0.043
N -0.22415 1.13640 2.74746  0.032
N -0.70863 -0.84270 3.52944  0.022
N -1.66813 2.74447 -1.15317  0.021
N -0.59620 2.71403 0.74989  0.023
N 1.78695 2.36214 1.69216  0.029
C 5.84421 0.89734 0.58234  -0.025
C -3.81736 -2.51807 -4.17478  -0.017
C -1.27872 4.04041 -0.86320  -0.044
C 2.50462 2.17302 0.56501  -0.620
C 5.88984 3.41288 0.38984  -0.034
C 4.87754 2.03862 -1.40050  -0.088
C 3.90635 2.42640 2.27099  -0.044
C -2.30984 2.43949 -2.47946  -0.522
C -0.71562 -2.30816 3.84234  -0.536
C -0.06064 -5.29288 -0.99384  -0.346
C -5.42404 -1.45725 -2.68926  -0.108
C -4.65764 -1.72854 -1.57293  -0.034
C 1.55836 -3.89576 0.10161  -0.542
C 2.65547 2.51483 2.74849  -0.052
C -1.85630 -2.60599 4.81269  -0.055
C -1.66171 0.03899 4.00071  -0.028
C 0.16404 -0.15212 2.74862  -0.633
C -0.62729 4.01655 0.30994  -0.055
C 0.60267 -2.68910 4.51336  -0.040
C -3.05660 -2.79720 -3.04477  -0.198
C -1.20122 2.43497 -3.52815  -0.024
C -0.35679 -3.96809 -0.97135  -0.349
C -3.32287 3.55109 -2.77701  -0.041
C -3.45041 -2.39749 -1.75936  -0.243
C -1.35843 1.25501 3.51483  -0.045
C -0.95399 -3.08302 2.55328  -0.028
C 5.09022 2.13841 0.10403  -0.532
C -1.22034 1.93331 -0.15823  -0.640
C -1.57906 -3.37814 -1.52807  -0.326
C -5.00452 -1.83938 -3.97338  -0.103
C -3.06745 1.11779 -2.49189  -0.083
B 0.26383 2.39748 1.99165  -0.586
H -4.96522 -1.42568 -0.58039  0.113
H 4.35616 1.12773 -1.67975  0.014
H -1.74742 -2.07152 5.75775  0.089
H -1.02450 -4.14885 2.78002  0.100
H 6.78820 0.82284 0.04155  0.095
H 5.26005 0.00019 0.37765  0.044
H -1.82975 -3.67296 5.02968  0.092
H -1.87639 -2.76680 2.06231  0.091
H 0.09891 3.31881 2.75536  0.127
H -3.49935 -2.81794 -5.16466  0.110
H -1.84929 2.20209 3.64719  0.128
H -4.04594 3.64928 -1.96581  0.097
H -3.65213 1.08204 -3.41243  0.092
H -1.15716 -3.64651 -3.55799  0.136
H -0.67197 3.38970 -3.54192  0.088
H -3.86213 3.28267 -3.68439  0.089
H -2.41051 0.25399 -2.47544  0.025
H -5.62896 -1.60172 -4.82503  0.098
H -1.63640 2.26420 -4.51427  0.098
H -2.83077 -2.38449 4.37632  0.089
H 4.84656 2.49212 2.78327  0.119
H 2.29949 2.66991 3.75126  0.130
H -2.85970 4.51973 -2.95885  0.071
H 6.06889 0.93960 1.64862  0.080
H -3.75471 1.04206 -1.65021  0.081
H 2.41100 -3.47590 0.61209  0.044
H -6.36524 -0.93382 -2.57887  0.099
H 5.87169 2.02234 -1.85143  0.093
H -0.48507 1.63708 -3.33118  0.020
H -0.17760 4.81208 0.87625  0.128
H 5.31762 4.29529 0.09989  0.095
H -0.13769 -2.93004 1.85817  0.024
H 6.80806 3.39144 -0.19679  0.090
H 0.56621 -3.74366 4.78991  0.091
H -1.49607 4.86798 -1.50826  0.117
H 4.33507 2.89557 -1.79515  0.070
H 0.75368 -2.10138 5.42096  0.093
H -2.46600 -0.26143 4.64124  0.113
H -0.63927 -6.08943 -1.43003  0.087
H 1.44929 -2.53570 3.84930  0.033
H 6.16928 3.50924 1.43858  0.073

Calculated values
* gap between HOMO and LUMO (alpha / beta): 7.6 / 6.1 eV
* LUMO (alpha / beta): 0.36 / -1.53 eV
* relative energy (zero: lowest compared OMol25 entry of this formula, charge and spin): 0.000 eV
* spin multiplicity: 2
* calculated total energy: -134466.9975 eV

---

No. 4
The following is a DFT calculation (ωB97M-V with the def2-TZVPD basis set) of an isolated molecule of C23H23NO5 in a non-equilibrium geometry.

Each line ends with the Löwdin charge.
Atoms and positions in Å:
O 1.56744 1.17953 -0.73738  0.072
O -3.82599 -1.95268 1.46658  0.146
O -4.53271 -2.17344 -0.63490  0.122
O -1.20382 -1.67708 0.56500  0.016
O -1.12505 3.11499 -1.99981  0.074
N 0.37591 3.59127 -0.35925  0.072
C -2.03490 -1.83071 -1.72743  0.007
C 3.43699 -0.15833 0.86547  -0.026
C 3.51356 -1.95448 -0.73067  -0.022
C 2.99566 -0.72045 -0.33414  -0.148
C -1.08361 2.36496 1.54195  -0.252
C -2.17281 -2.28373 -0.27211  -0.468
C -0.20390 0.12269 1.64122  0.007
C -0.11698 1.45963 1.96531  -0.042
C -1.26346 -0.34895 0.86671  -0.239
C 4.87724 -2.03808 1.24336  -0.088
C -3.57855 -2.08802 0.30038  -0.505
C 0.46903 0.64711 -2.60434  0.018
C 0.63044 1.59250 -1.62193  -0.167
C -0.48933 4.47886 0.38266  -0.160
C -2.25464 0.54294 0.47452  0.004
C -0.13080 2.82226 -1.36193  -0.446
C -2.15851 1.88097 0.81177  -0.020
C 4.44618 -2.60396 0.05406  -0.080
C -1.90354 -3.79386 -0.16255  0.016
C 1.35932 -0.39559 -2.29862  0.003
C 2.00685 -0.03164 -1.13875  -0.209
C 4.36901 -0.81354 1.64546  -0.077
C -0.88899 3.84422 1.73434  -0.122
H 4.70098 -0.36932 2.57245  0.104
H 4.84081 -3.55834 -0.26229  0.104
H -2.02091 -4.11230 0.87020  0.099
H -0.09949 4.01752 2.46834  0.109
H -1.36918 4.63519 -0.24458  0.118
H -3.10693 0.21807 -0.10132  0.113
H -2.79535 -2.30719 -2.33828  0.091
H -1.04984 -2.11578 -2.08860  0.085
H 0.72193 1.80683 2.55330  0.114
H 3.03697 0.79401 1.17776  0.109
H 5.60563 -2.55002 1.85427  0.101
H 3.18507 -2.40094 -1.65602  0.108
H -2.59181 -4.34588 -0.79615  0.097
H -2.92697 2.56106 0.47633  0.126
H 0.01078 5.43825 0.54184  0.117
H -0.88150 -3.99255 -0.47332  0.094
H -5.40923 -2.10424 -0.22264  0.142
H -1.80250 4.31933 2.09372  0.115
H -0.20604 0.71324 -3.43237  0.123
H 1.15516 3.20420 0.15347  0.135
H -2.13000 -0.75237 -1.81939  0.081
H 0.55170 -0.57944 1.95763  0.121
H 1.50067 -1.29668 -2.85935  0.109

Calculated values
* gap between HOMO and LUMO: 8.4 eV
* LUMO: 0.31 eV
* relative energy (zero: lowest compared OMol25 entry of this formula, charge and spin): 0.748 eV
* calculated total energy: -35952.7228 eV